Arrangement w

ORCA calculation (ωB97M-V/def2-TZVPD) on an isolated ion of composition C3H9N2 and charge +1.

HOMO-LUMO gap	10.804	eV
total charge	+1
SMILES string	C/C(N)=C/[NH3+]
HOMO energy	-14.4	eV

Cartesian coordinates (Å):
1 C -1.124 0.930 -1.043
2 C -0.229 0.060 -0.247
3 N -0.461 -1.273 -0.343
4 C 0.582 0.454 0.729
5 N 1.574 -0.452 1.309
6 H -0.744 1.199 -2.092
7 H -2.178 0.645 -1.314
8 H -1.370 1.971 -0.686
9 H -0.434 -1.390 -1.366
10 H -1.392 -1.625 0.010
11 H 0.641 1.455 1.015
12 H 2.467 -0.603 0.818
13 H 1.786 -0.123 2.182
14 H 0.881 -1.249 1.028

The net atomic charges from Löwdin, expressed in e, are: -0.04, -0.42, 0.06, -0.04, 0.21, 0.12, 0.10, 0.10, 0.13, 0.16, 0.12, 0.19, 0.12, 0.18

***

Arrangement x

ORCA calculation (ωB97M-V/def2-TZVPD) on a 2-piece molecular cluster, C3H9N2 overall.

HOMO-LUMO gap	9.316	eV
total charge	+1
HOMO energy	-13.4	eV

Cartesian coordinates (Å):
1 C 1.223 -0.982 -1.005
2 C -1.096 2.071 0.492
3 C -0.685 -0.381 0.590
4 N 1.923 -1.978 -0.514
5 N -1.391 0.642 0.097
6 H 1.654 -0.722 -1.974
7 H -1.970 2.591 0.009
8 H -1.263 2.177 1.507
9 H -0.016 2.320 0.121
10 H -0.840 -1.430 0.348
11 H 0.145 0.036 1.238
12 H 2.722 -2.533 -0.777
13 H -2.100 0.454 -0.563
14 H 1.694 -2.263 0.430

The net atomic charges from Löwdin, expressed in e, are: 0.03, -0.01, 0.07, 0.04, -0.05, 0.04, 0.12, 0.06, 0.14, 0.09, 0.12, 0.12, 0.13, 0.09

***

Arrangement y

ORCA calculation (ωB97M-V/def2-TZVPD) on an isolated ion of composition C3H9N2 and charge +1.

HOMO-LUMO gap	11.438	eV
total charge	+1
SMILES string	CCNC=[NH2+]
HOMO energy	-15.2	eV

Cartesian coordinates (Å):
1 C -0.695 1.455 -1.325
2 C -0.683 0.886 0.096
3 N -0.161 -0.450 0.114
4 C 0.755 -0.858 0.940
5 N 1.192 -2.106 0.927
6 H -1.678 1.435 -1.812
7 H -0.395 2.506 -1.248
8 H 0.003 1.026 -2.042
9 H -0.056 1.548 0.752
10 H -1.598 1.217 0.591
11 H -0.704 -1.115 -0.427
12 H 1.345 -0.204 1.586
13 H 0.741 -2.824 0.374
14 H 1.934 -2.516 1.473

The net atomic charges from Löwdin, expressed in e, are: -0.07, -0.22, 0.07, -0.11, 0.18, 0.08, 0.09, 0.08, 0.13, 0.13, 0.18, 0.18, 0.14, 0.14

***

Arrangement z

ORCA calculation (ωB97M-V/def2-TZVPD) on an isolated ion of composition C3H9N2 and charge +1.

HOMO-LUMO gap	9.346	eV
total charge	+1
SMILES string	C/C([NH3+])=C\N
HOMO energy	-13.1	eV

Cartesian coordinates (Å):
1 C 1.386 -0.457 0.513
2 C 0.170 -0.155 -0.281
3 N 0.065 -1.017 -1.500
4 C -0.801 0.729 0.016
5 N -0.938 1.170 1.333
6 H 1.632 0.329 1.223
7 H 1.169 -1.323 1.169
8 H 2.319 -0.738 0.002
9 H 0.986 -1.089 -1.941
10 H -0.330 -1.950 -1.357
11 H -0.530 -0.518 -2.170
12 H -1.611 0.907 -0.680
13 H -0.164 1.666 1.738
14 H -1.593 0.802 1.999

The net atomic charges from Löwdin, expressed in e, are: -0.04, -0.27, 0.23, -0.11, 0.05, 0.09, 0.11, 0.10, 0.17, 0.18, 0.17, 0.12, 0.09, 0.10

***

Energy above the most stable structure, in kJ/mol: arrangement w 181.4; arrangement x 302.4; arrangement y 0.0; arrangement z 110.4

***

Arrangement w

ORCA calculation (ωB97M-V/def2-TZVPD) on a 2-piece molecular cluster, C3H9N2 overall.

HOMO-LUMO gap	9.841	eV
total charge	+1
HOMO energy	-13.6	eV

Cartesian coordinates (Å):
1 C -0.799 0.021 0.805
2 C -1.407 -0.571 -0.225
3 C 0.761 -1.509 1.548
4 N 0.504 -0.326 1.184
5 H -1.168 0.928 1.269
6 H -0.922 -1.353 -0.796
7 H -2.395 -0.254 -0.533
8 H 1.797 -1.778 1.728
9 H -0.020 -2.248 1.727
10 N 0.739 1.424 -1.359
11 H 0.516 2.357 -1.008
12 H 1.535 1.050 -0.836
13 H -0.076 0.794 -1.147
14 H 0.936 1.465 -2.358

The net atomic charges from Löwdin, expressed in e, are: -0.27, -0.01, 0.01, -0.04, 0.12, 0.08, 0.07, 0.09, 0.10, 0.30, 0.16, 0.14, 0.09, 0.16

***

Arrangement x

ORCA calculation (ωB97M-V/def2-TZVPD) on an isolated ion of composition C3H9N2 and charge +1.

HOMO-LUMO gap	9.674	eV
total charge	+1
SMILES string	C=[N+](C)CN
HOMO energy	-14.6	eV

Cartesian coordinates (Å):
1 C 1.356 0.895 -0.719
2 N 0.454 0.005 -0.377
3 C 0.816 -1.473 -0.293
4 C -1.038 0.460 -0.055
5 N -1.403 0.142 1.262
6 H 1.060 1.914 -0.757
7 H 2.469 0.591 -0.737
8 H 0.268 -1.699 0.676
9 H 0.329 -1.867 -1.191
10 H 1.893 -1.530 -0.197
11 H -1.667 -0.283 -0.690
12 H -1.124 1.572 -0.229
13 H -0.931 0.722 1.819
14 H -2.458 0.264 1.515

The net atomic charges from Löwdin, expressed in e, are: 0.18, -0.13, 0.04, -0.19, 0.02, 0.10, 0.16, 0.12, 0.11, 0.09, 0.16, 0.14, 0.02, 0.17

***

Energy above the most stable structure, in kJ/mol: arrangement w 0.0; arrangement x 55.7

***

Arrangement w

ORCA calculation (ωB97M-V/def2-TZVPD) on C5H10N as an isolated structure.

HOMO-LUMO gap	8.878	eV
total charge	+1
HOMO energy	-15.2	eV

Cartesian coordinates (Å):
1 C 0.836 2.272 -0.421
2 C -1.058 0.843 0.261
3 C -0.243 1.218 -0.864
4 C 1.259 1.246 0.482
5 C -0.287 -2.967 0.108
6 N 0.342 0.289 0.328
7 H 1.411 2.522 -1.184
8 H 0.391 3.166 0.109
9 H -1.360 1.559 1.061
10 H -1.895 0.098 0.027
11 H -0.289 0.802 -1.808
12 H 2.156 0.996 1.025
13 H -0.589 -3.524 -0.793
14 H -1.125 -3.006 0.897
15 H 0.413 -3.598 0.703
16 H 0.040 -1.915 0.068

The net atomic charges from Löwdin, expressed in e, are: -0.02, -0.02, -0.04, 0.07, -0.06, 0.10, 0.09, 0.18, 0.16, 0.17, 0.14, 0.16, 0.03, 0.04, 0.03, -0.03

***

Arrangement x

ORCA calculation (ωB97M-V/def2-TZVPD) on a 2-piece molecular cluster, C5H10N overall.

HOMO-LUMO gap	9.356	eV
total charge	+1
HOMO energy	-13.7	eV

Cartesian coordinates (Å):
1 C -2.492 -1.392 -0.023
2 C -1.041 0.642 -0.235
3 C -0.262 1.783 -0.626
4 C 1.878 -0.447 0.916
5 C 2.831 -0.137 0.080
6 N -1.823 -0.234 -0.226
7 H -3.230 -1.502 -0.972
8 H -1.794 -2.248 0.026
9 H -0.338 2.505 0.102
10 H 0.787 1.372 -0.673
11 H -0.694 2.227 -1.576
12 H 1.649 -1.517 1.080
13 H 1.191 0.248 1.469
14 H -3.108 -1.246 0.958
15 H 2.844 0.904 -0.231
16 H 3.603 -0.958 -0.069

The net atomic charges from Löwdin, expressed in e, are: -0.05, 0.07, 0.03, -0.13, -0.07, 0.11, 0.17, 0.12, 0.08, 0.09, 0.15, 0.06, 0.07, 0.16, 0.05, 0.10

***

Arrangement y

ORCA calculation (ωB97M-V/def2-TZVPD) on C5H10N as an isolated structure.

HOMO-LUMO gap	10.187	eV
total charge	+1
HOMO energy	-15.4	eV

Cartesian coordinates (Å):
1 C 2.203 -0.430 0.645
2 C -0.601 -0.912 -0.559
3 C 0.377 0.252 -0.929
4 C -1.641 -0.965 0.424
5 C 0.144 1.578 -0.312
6 N 1.212 -0.675 -0.102
7 H 2.886 0.305 0.707
8 H 2.443 -1.269 1.354
9 H -0.432 -1.753 -1.284
10 H 0.625 0.170 -2.025
11 H -1.204 -1.230 1.458
12 H -2.375 -1.768 0.297
13 H -2.212 -0.081 0.476
14 H -0.866 1.813 -0.555
15 H 0.901 2.333 -0.471
16 H 0.120 1.511 0.831

The net atomic charges from Löwdin, expressed in e, are: 0.11, 0.04, -0.29, -0.04, -0.04, 0.04, 0.07, 0.13, 0.16, 0.17, 0.16, 0.11, 0.08, 0.08, 0.09, 0.12

***

Energy above the most stable structure, in kJ/mol: arrangement w 164.1; arrangement x 0.0; arrangement y 30.7